Entry from the OMol25 dataset: an isolated molecule of C8H9NO2 in a non-equilibrium geometry (ωB97M-V with the def2-TZVPD basis set).

CARTESIAN COORDINATES (ANGSTROEM)
C  -0.008  1.133  0.254
C  0.199  -1.152  0.876
C  1.287  1.193  0.013
C  1.505  -1.103  0.602
C  -1.830  -0.547  -0.398
C  -0.827  -0.063  0.638
C  2.183  0.058  -0.007
C  -2.850  0.520  -0.515
N  2.951  -0.232  -1.241
O  -1.775  -1.571  -1.007
O  3.649  0.268  -0.099
H  -0.719  1.958  0.171
H  -0.193  -2.065  1.385
H  1.661  2.230  -0.135
H  2.220  -1.878  0.932
H  -1.377  0.053  1.586
H  -2.240  1.455  -0.497
H  -3.635  0.614  0.287
H  -3.409  0.463  -1.550
H  3.209  -1.333  -1.297

The value obtained for the LUMO energy is 0.63 eV. For the HOMO-LUMO gap, the calculation gives 9.87 eV. The HOMO energy comes out at -9.24 eV. As for the structure (SMILES): CC(=O)[C@H]1C=C[C@]2(C=C1)NO2. The calculation puts the total energy at -515.3085 Ha.